(1)
{
  "formula": "C2H3NO3",
  "method": "ωB97M-V/def2-TZVPD",
  "orbital_gap_ev": 11.299,
  "symbols": ["O", "C", "N", "O", "C", "O", "H", "H", "H"],
  "positions_angstrom": [[1.28125, 1.24146, 1.59897], [0.56940, 0.57608, 0.83234], [0.07921, -0.77845, 0.82862], [0.09218, -1.02867, -0.59188], [-0.69528, 0.07292, -0.96993], [0.03181, 1.09294, -0.26644], [0.98165, -1.29120, 1.12187], [-0.57759, 0.10788, -2.02582], [-1.76265, 0.00704, -0.52773]],
  "mulliken_charge": [-0.5539, 0.6281, -0.3167, -0.2901, -0.0004, -0.2998, 0.3234, 0.2792, 0.2304]
}

(2)
{
  "formula": "C2H3NO3",
  "method": "ωB97M-V/def2-TZVPD",
  "orbital_gap_ev": 11.034,
  "symbols": ["O", "C", "O", "C", "N", "O", "H", "H", "H"],
  "positions_angstrom": [[2.19000, 0.40941, -0.66905], [1.69432, -0.46232, -0.02624], [0.45446, -0.48675, 0.46527], [-0.28407, 0.64284, 0.33608], [-1.47875, 0.63567, -0.09728], [-2.00838, -0.56051, -0.45190], [2.20761, -1.38650, 0.24413], [0.14168, 1.49282, 0.79655], [-2.91686, -0.28466, -0.59756]],
  "mulliken_charge": [-0.4558, 0.1562, -0.2666, 0.1679, -0.3967, -0.3431, 0.3578, 0.3795, 0.4008]
}

(3)
{
  "formula": "C2H3NO3",
  "method": "ωB97M-V/def2-TZVPD",
  "orbital_gap_ev": [8.496, 8.498],
  "symbols": ["C", "C", "N", "O", "O", "O", "H", "H", "H"],
  "positions_angstrom": [[-1.60233, 0.35650, -0.32055], [-0.62559, -0.72835, 0.00738], [0.90571, 0.48729, 0.39363], [-2.33098, 0.95207, 0.38605], [-0.26608, -1.79590, -0.12460], [1.90595, -0.42553, 0.25308], [-1.09459, 0.93604, -1.17267], [1.06577, 1.06294, -0.45459], [2.04212, -0.84505, 1.03226]],
  "mulliken_charge": [-0.0354, 0.6958, -0.4382, -0.3646, -0.2870, -0.3399, 0.1853, 0.2724, 0.3117]
}

(4)
{
  "formula": "C2H3NO3",
  "method": "ωB97M-V/def2-TZVPD",
  "orbital_gap_ev": [5.930, 3.713],
  "symbols": ["C", "C", "N", "O", "O", "O", "H", "H", "H"],
  "positions_angstrom": [[-0.90069, 0.83445, -0.26464], [-1.08278, -0.48781, 0.24641], [1.73615, -0.39801, 0.08460], [2.25844, -0.06049, 1.02935], [-0.41030, 1.76961, 0.34596], [2.08477, -0.92721, -0.89376], [-1.18003, 1.00265, -1.34059], [-1.57172, -1.04867, -0.50597], [-0.93383, -0.68452, 1.29864]],
  "mulliken_charge": [0.1628, -0.6596, 0.8002, -0.3653, -0.4603, -0.4179, 0.3124, 0.2980, 0.3298]
}

(5)
{
  "formula": "C2H3NO3",
  "method": "ωB97M-V/def2-TZVPD",
  "orbital_gap_ev": [10.713, 6.338],
  "symbols": ["C", "C", "N", "O", "O", "O", "H", "H", "H"],
  "positions_angstrom": [[-1.23199, -0.51713, -0.81463], [-0.25973, -0.19614, 0.18615], [-1.45352, -2.53167, 2.54853], [-2.51426, -2.97421, 2.14066], [-0.76775, -1.61423, 2.10086], [-0.80511, 0.81696, -0.47328], [-0.83636, -0.90764, -1.69610], [-2.22121, -0.72513, -0.42366], [0.81079, -0.48512, 0.06011]],
  "mulliken_charge": [-0.1819, -0.0621, 0.5954, -0.3802, -0.3392, -0.3300, 0.2555, 0.2216, 0.2209]
}

(6)
{
  "formula": "C2H3NO3S",
  "method": "ωB97M-V/def2-TZVPD",
  "orbital_gap_ev": 9.678,
  "symbols": ["C", "S", "O", "O", "H", "H", "N", "C", "O", "H"],
  "positions_angstrom": [[0.30034, 0.28312, -1.92126], [-0.66324, -0.03053, -0.69124], [-1.33399, -1.25213, -0.64687], [-1.22704, 1.09615, -0.04907], [0.86398, 1.15710, -1.74117], [0.88168, -0.57524, -2.03226], [0.87623, 0.18664, 1.73683], [-0.02673, -0.57640, 1.88726], [-0.81032, -1.39863, 2.01034], [1.13910, 1.10991, 1.44744]],
  "mulliken_charge": [-0.5499, 0.7959, -0.4706, -0.4735, 0.2991, 0.3119, -0.4781, 0.6214, -0.3756, 0.3195]
}

(7)
{
  "formula": "C2H3NO3S",
  "method": "ωB97M-V/def2-TZVPD",
  "orbital_gap_ev": 11.469,
  "symbols": ["O", "S", "O", "C", "C", "N", "O", "H", "H", "H"],
  "positions_angstrom": [[2.95401, -0.92539, 1.15404], [2.23720, -0.17800, 0.14810], [2.62164, -0.44708, -1.19930], [0.48757, -0.19628, 0.39695], [0.14064, 0.99248, -0.47820], [1.09257, 1.81665, -0.48437], [2.21776, 1.46408, 0.30125], [0.49075, -0.00277, 1.47637], [-0.10073, -1.08646, 0.16463], [-0.59945, 1.15589, -1.19797]],
  "mulliken_charge": [-0.5708, 1.0450, -0.5441, -0.5323, -0.0227, -0.2666, -0.1643, 0.2850, 0.3492, 0.4216]
}

(8)
{
  "formula": "C2H3NO4",
  "method": "ωB97M-V/def2-TZVPD",
  "charge": -2,
  "orbital_gap_ev": 6.209,
  "symbols": ["C", "C", "N", "O", "O", "O", "O", "H", "H", "H"],
  "positions_angstrom": [[0.98147, -0.22121, 2.25770], [-0.78853, 0.26550, -0.71964], [-0.94374, 0.95298, -1.84857], [1.56209, -1.83958, 1.66745], [-0.65230, 2.18478, -2.19976], [1.90988, 0.43905, 2.72709], [-1.27868, -0.88265, -0.66275], [-0.02301, 0.69271, 0.03461], [-1.54569, 0.35519, -2.43300], [0.77852, -1.94678, 1.17686]],
  "mulliken_charge": [-0.2939, 0.3046, 0.0419, -0.6386, -0.8546, -0.3540, -0.7369, 0.0676, 0.1881, 0.2759]
}

(9)
{
  "formula": "C2H3NOS",
  "method": "ωB97M-V/def2-TZVPD",
  "orbital_gap_ev": 8.625,
  "symbols": ["O", "C", "N", "C", "S", "H", "H", "H"],
  "positions_angstrom": [[-1.73207, 0.15570, 0.82755], [-1.04841, 0.63585, -0.04568], [0.25920, 0.55915, -0.26292], [1.03366, -0.55553, 0.24668], [1.83459, -0.43784, 1.65322], [-1.55078, 0.74291, -1.01679], [0.27569, 0.37845, -1.21085], [0.92814, -1.47868, -0.19120]],
  "mulliken_charge": [-0.4504, 0.1917, -0.2657, -0.1502, -0.1782, 0.2172, 0.2946, 0.3411]
}

(10)
{
  "formula": "C2H3NOS",
  "method": "ωB97M-V/def2-TZVPD",
  "orbital_gap_ev": 9.083,
  "symbols": ["C", "C", "N", "O", "S", "H", "H", "H"],
  "positions_angstrom": [[-0.19243, 0.30327, -0.63220], [0.12154, -0.15939, 0.91025], [0.55556, 0.22007, 2.07373], [-0.57457, -0.70257, -3.08751], [-0.23930, -0.97264, -1.67019], [-0.44140, 1.27117, -0.87487], [-0.16922, -1.12465, 0.99945], [0.93981, 1.16472, 2.28134]],
  "mulliken_charge": [-0.2881, -0.0725, -0.4895, -0.4949, 0.3825, 0.3846, 0.3529, 0.2250]
}

(11)
{
  "formula": "C2H3NOS2",
  "method": "ωB97M-V/def2-TZVPD",
  "orbital_gap_ev": 8.568,
  "symbols": ["O", "N", "C", "S", "C", "S", "H", "H", "H"],
  "positions_angstrom": [[-1.87498, 1.16325, -0.52664], [-1.88222, 0.05962, 0.24402], [-0.91313, -0.75704, 0.18552], [0.50181, -0.60246, -0.90302], [1.69222, 0.04410, 0.21394], [3.21980, 0.36183, -0.19596], [-1.07100, 1.16266, -1.08785], [-0.95293, -1.64305, 0.81683], [1.28042, 0.21109, 1.25317]],
  "mulliken_charge": [-0.2715, -0.1784, -0.1636, -0.1263, -0.1179, -0.1920, 0.3053, 0.4413, 0.3031]
}

(12)
{
  "formula": "C2H3NOS2",
  "method": "ωB97M-V/def2-TZVPD",
  "orbital_gap_ev": 8.935,
  "symbols": ["S", "C", "N", "O", "C", "S", "H", "H", "H"],
  "positions_angstrom": [[3.03855, 0.07669, -0.03697], [1.48239, 0.54205, -0.16950], [0.51465, -0.41047, -0.10108], [-0.74379, -0.19741, -0.64338], [-1.70267, -0.07102, 0.27955], [-3.22912, 0.20353, -0.11002], [1.16894, 1.57443, -0.25201], [0.82240, -1.32655, -0.29137], [-1.35135, -0.39124, 1.32478]],
  "mulliken_charge": [-0.3069, -0.0546, -0.2025, -0.1177, 0.0638, -0.2484, 0.3210, 0.2293, 0.3161]
}

Molecular weight for every record listed, in sequence, given in g/mol: 89.05 89.05 89.05 89.05 89.05 121.12 121.12 105.05 89.12 89.12 121.19 121.19.
Relative energy (zero: lowest compared OMol25 entry of this formula, charge and spin) for every record listed, in sequence, given in eV: 3.215 3.116 5.889 8.982 8.500 2.909 2.976 0.000 1.790 2.842 2.820 2.902.